# 1
Computed, not measured: a cluster of 2 separate species, C4H9NO in total at a distorted geometry, with ωB97M-V/def2-TZVPD.

Summary:
- E_HOMO (eV) = -7.7
- largest force on an atom (eV/A) = 1.34
- ΔE to the lowest compared entry with this formula, charge and spin (kcal per mole) = 62.9

The geometry in ORCA input format:
```
! RIJCOSX wB97M-V def2-TZVPD def2/J DEFGRID3
* xyz 0 1
C 2.0356 -2.2528 -0.4041
C 1.6360 -1.3827 -1.3511
N 0.7553 -0.3381 -1.2248
H 1.4085 -2.4198 0.4530
H 2.9390 -2.7968 -0.6253
H 2.0720 -1.4838 -2.3384
H 0.3654 -0.1409 -0.3181
H 0.9469 0.4694 -1.7843
C -1.6655 2.4878 1.1545
C -2.0184 1.2280 0.9755
O -1.0689 0.2410 1.1434
H -2.2496 3.3491 0.8685
H -0.6106 2.6471 1.3445
H -2.9961 0.9186 0.6220
H -1.5496 -0.5261 1.4847
*
```

=====

# 2
Computed, not measured: a structure of composition C31H55F6IN10O10PS2 at a distorted geometry, with ωB97M-V/def2-TZVPD.

Summary:
- E_HOMO (eV) = -10.3
- largest force on an atom (eV/A) = 6.14

The geometry in ORCA input format:
```
! RIJCOSX wB97M-V def2-TZVPD def2/J DEFGRID3
* xyz 1 1
O 0.4211 -1.0445 5.8445
C -0.2641 -0.8884 4.8215
O -0.4797 0.4002 4.1845
C -0.0832 0.1719 2.7951
C -1.3419 -0.3397 1.8821
N -1.0243 -0.1177 0.4340
C -1.0160 -1.5550 -0.0439
N 0.0062 -2.3890 -0.1460
C -0.2683 -3.7974 -0.6201
C 0.6262 -4.8966 0.1767
C 0.4335 -4.8107 1.7705
S 1.8572 -5.4784 2.7595
C 3.3990 -4.5129 2.4252
S 4.3233 -4.9906 1.0898
N 3.8707 -3.3547 3.1949
C 5.1115 -3.1301 3.9397
C 5.0820 -1.6979 4.5146
N 3.8130 -1.0627 4.1487
C 3.1685 -2.0869 3.3992
C 1.3836 -1.9342 0.1905
O 2.1587 -1.8347 -1.0525
O 3.3822 -2.3781 -0.7560
N -2.4604 -1.8036 -0.3447
C -2.7384 -0.6922 -1.2923
F -4.0530 -0.4820 -1.7851
I -1.6759 -1.4357 -3.0954
C -2.0088 0.5278 -0.4542
P -1.2550 1.5354 -1.9281
O -0.9767 3.0082 -1.5707
C -3.1013 1.5514 0.0854
F -3.7477 2.2683 -0.9835
F -4.1820 0.8491 0.7476
C -2.5882 2.6591 1.1273
F -1.1977 2.7074 1.3303
F -3.1724 2.4268 2.4214
F -3.0736 3.9418 0.7348
H -0.7530 -1.7847 4.2714
H 0.4712 1.0554 2.3250
H 0.6568 -0.7072 2.8055
H -2.3329 0.0818 2.2553
H -1.3890 -1.4844 2.0802
H -0.0675 -3.8653 -1.7540
H -1.3573 -4.1179 -0.4762
H 0.3155 -5.9456 -0.1992
H 1.7238 -4.7751 -0.1661
H 0.3202 -3.6967 2.0701
H -0.5135 -5.3559 2.1039
H 5.8989 -3.9474 3.9912
H 5.9086 -1.2081 5.1281
H 2.1428 -2.0837 2.9082
H 1.3925 -0.8918 0.6744
H 1.9732 -2.6395 0.8677
H 3.8158 -2.6987 -1.5876
H -3.0867 -1.9316 0.4637
H 0.0197 0.9727 -2.3395
H -2.2105 1.5614 -3.0218
C 7.3511 -7.5365 0.7888
O 7.1501 -6.3700 1.0773
N 7.4919 -8.0223 -0.4776
C 7.7300 -9.4270 -0.7430
C 7.4005 -7.1029 -1.5950
H 7.4375 -8.3162 1.5624
H 8.6785 -9.5335 -1.2756
H 6.9181 -9.8154 -1.3634
H 7.7753 -9.9987 0.1852
H 8.1728 -6.3367 -1.4923
H 6.4213 -6.6169 -1.5795
H 7.5323 -7.6329 -2.5389
C -4.4932 7.8609 -3.3299
O -4.0161 8.5589 -4.2042
N -3.7971 7.3088 -2.2936
C -4.4355 6.4850 -1.2877
C -2.3711 7.5550 -2.1969
H -5.5669 7.6127 -3.3102
H -4.2931 6.9462 -0.3068
H -3.9740 5.4938 -1.2955
H -5.5044 6.3840 -1.4836
H -2.1982 8.6312 -2.1197
H -1.8820 7.1863 -3.1022
H -1.9540 7.0522 -1.3236
C -0.5491 3.0967 -5.9502
O -0.4622 2.2126 -5.1133
N -1.5391 4.0294 -6.0087
C -1.5760 5.0528 -7.0353
C -2.5913 3.9985 -5.0109
H 0.1983 3.2088 -6.7512
H -1.5445 6.0361 -6.5596
H -2.5034 4.9530 -7.6048
H -0.7275 4.9570 -7.7145
H -2.1467 4.1109 -4.0179
H -3.1018 3.0324 -5.0590
H -3.3083 4.8014 -5.1852
C 4.7469 -0.1216 0.6960
O 5.3566 -1.0073 1.2635
N 4.9446 1.2157 0.8783
C 4.1759 2.2139 0.1628
C 5.9583 1.6521 1.8199
H 3.9567 -0.3449 -0.0380
H 4.8569 2.8362 -0.4232
H 3.6419 2.8379 0.8844
H 3.4534 1.7452 -0.5083
H 6.9286 1.2563 1.5101
H 5.7194 1.2575 2.8107
H 6.0015 2.7412 1.8589
C -9.0126 0.6787 2.9207
O -8.6798 -0.4900 2.9794
N -8.1646 1.7306 2.7263
C -8.6339 3.1004 2.6671
C -6.7482 1.4666 2.5742
H -10.0657 0.9856 3.0243
H -8.3697 3.5263 1.6955
H -8.1521 3.6771 3.4609
H -9.7161 3.1494 2.7963
H -6.5981 0.8095 1.7137
H -6.3812 0.9597 3.4706
H -6.1976 2.3967 2.4267
*
```

=====

# 3
Computed, not measured: the molecule C4H5N3S at a distorted geometry, with ωB97M-V/def2-TZVPD.

Summary:
- E_HOMO (eV) = -8.7
- largest force on an atom (eV/A) = 1.64
- ΔE to the lowest compared entry with this formula, charge and spin (kcal per mole) = 43.5

The geometry in ORCA input format:
```
! RIJCOSX wB97M-V def2-TZVPD def2/J DEFGRID3
* xyz 0 1
N 2.3701 -1.9389 -0.6789
C 1.7804 -1.1672 -0.0477
C 1.1842 -0.1014 0.7805
C 0.7493 1.1004 -0.0708
N -0.1783 0.3082 0.6526
C -1.1206 -0.5020 0.0989
N -1.9981 0.2511 -0.6034
S -1.2757 -2.1312 0.3238
H 1.5722 0.0129 1.7732
H 0.8265 1.0262 -1.1667
H 0.8905 2.0611 0.3862
H -2.8224 -0.2057 -0.9392
H -1.9781 1.2867 -0.5085
*
```

=====

# 4
Computed, not measured: the molecule C4H10N4 at a distorted geometry, with ωB97M-V/def2-TZVPD.

Summary:
- E_HOMO (eV) = -6.9
- largest force on an atom (eV/A) = 1.73
- ΔE to the lowest compared entry with this formula, charge and spin (kcal per mole) = 109.2

The geometry in ORCA input format:
```
! RIJCOSX wB97M-V def2-TZVPD def2/J DEFGRID3
* xyz 0 1
C -0.7631 -1.6780 -0.1685
C 1.4862 1.5793 -0.2259
C -0.3137 -0.2671 0.0651
C 1.0545 0.1649 -0.0121
N -2.6020 0.4920 0.0077
N 2.0220 -0.7706 -0.1238
N -0.5466 0.5021 1.2878
N -1.2203 0.9404 0.1106
H -3.1043 1.2941 -0.3572
H -2.9335 0.2828 0.9473
H 2.9909 -0.4906 -0.1240
H 1.7967 -1.7404 0.0389
H -0.4911 -2.0168 -1.1746
H -0.3099 -2.3582 0.5578
H -1.8406 -1.7344 -0.0440
H 0.6237 2.1979 -0.4588
H 2.2267 1.6438 -1.0255
H 1.9243 1.9586 0.6993
*
```

=====

# 5
Computed, not measured: a structure of composition C4H6OS2 at a distorted geometry, with ωB97M-V/def2-TZVPD.

Summary:
- E_HOMO (eV) = -9.1
- largest force on an atom (eV/A) = 4.87
- ΔE to the lowest compared entry with this formula, charge and spin (kcal per mole) = 82.8

The geometry in ORCA input format:
```
! RIJCOSX wB97M-V def2-TZVPD def2/J DEFGRID3
* xyz 0 1
C 0.7080 -0.1971 0.2346
C -0.0919 -1.3130 -0.2653
C -1.2031 -0.2257 -0.2764
C -0.2232 0.8349 -0.5069
H 2.9639 -0.1616 1.5484
H 0.5846 -0.0022 1.3703
H -0.3213 -2.2048 0.4055
H -0.1129 -1.5894 -1.4393
H 0.0917 0.9301 -1.5694
H -1.4639 1.8612 0.5396
O -0.6769 2.1080 -0.0333
S 2.5553 0.1129 -0.0937
S -2.8104 -0.1533 0.0859
*
```

=====

# 6
Computed, not measured: the molecule C3H6O2 at a distorted geometry, with ωB97M-V/def2-TZVPD.

Summary:
- E_HOMO (eV) = -10.1
- largest force on an atom (eV/A) = 1.13
- ΔE to the lowest compared entry with this formula, charge and spin (kcal per mole) = 39.5

The geometry in ORCA input format:
```
! RIJCOSX wB97M-V def2-TZVPD def2/J DEFGRID3
* xyz 0 1
O -1.7463 -0.4572 -0.8180
C -0.8433 0.3589 -0.8748
C -0.1256 0.8197 0.3815
C 0.8170 -0.3880 0.6107
O 0.6537 -1.2427 -0.5172
H -0.4706 0.7290 -1.8444
H 0.4085 1.7643 0.2400
H -0.8720 0.9492 1.1687
H 1.8689 -0.0892 0.6362
H 0.6026 -0.9345 1.5363
H -0.2929 -1.5094 -0.5190
*
```

=====

# 7
Computed, not measured: a structure of composition C8H16ClO2PZr at a distorted geometry, with ωB97M-V/def2-TZVPD.

Summary:
- E_HOMO (eV) = -23.1
- largest force on an atom (eV/A) = 5.10

The geometry in ORCA input format:
```
! RIJCOSX wB97M-V def2-TZVPD def2/J DEFGRID3
* xyz 4 1
C 1.0254 -1.0661 1.5051
C 1.2610 -0.2468 0.0948
C 2.9153 -0.2623 -0.1529
C 0.8254 1.3329 0.1391
C 0.8614 1.8571 -1.4484
C -0.6593 1.6258 0.7696
O -1.6693 1.4917 -0.3267
P -3.1084 0.6648 0.2869
C -2.8798 -1.2502 0.1571
C -2.2711 -1.7286 -1.3149
O -1.2486 -2.6108 -1.2874
Cl -2.9604 -1.0271 -2.9192
H -0.0902 -1.3383 1.7316
H 1.5688 -0.4792 2.3676
H 1.6208 -2.0935 1.3802
H 0.7890 -0.8310 -0.8325
H 3.3754 -1.0298 0.6079
H 3.3536 0.7998 0.0938
H 3.1168 -0.5484 -1.2694
H 1.6156 1.9553 0.7405
H 0.6164 0.9751 -2.1933
H 1.9998 2.1465 -1.6456
H 0.2126 2.8136 -1.6302
H -0.9295 0.9955 1.7181
H -0.6569 2.7668 1.1174
H -3.2139 0.9672 1.7145
H -3.9380 -1.7607 0.3401
H -2.1941 -1.5952 1.0426
Zr 0.6620 -2.5242 -0.7862
*
```

=====

no.,total energy (eV)
1,-7829.5936
2,-123760.1600
3,-19532.9962
4,-10266.1138
5,-27959.6865
6,-7301.9663
7,-35680.6359